1.
Density functional theory data (ωB97M-V with the def2-TZVPD basis set) for a 11-piece molecular cluster, C4H28N2O12 overall in a non-equilibrium geometry.

Properties
* energy relative to the best compared isomer or geometry (same formula, charge and spin): 76.5 kcal/mol
* 2S+1: 1
* HOMO-LUMO gap: 9.98 eV
* SMILES: NC(=O)C[C@@H](N)C=O.O.O.O.O.O.O.O.O.O.O
* LUMO: 0.0032 Ha

Geometry (Å):
N -1.57702 1.07548 1.22573
C -0.67978 0.12349 0.80609
O -0.28312 -0.67988 1.65696
C 0.03664 0.19947 -0.59466
C -0.98502 0.19552 -1.70624
N -1.89232 1.32471 -1.64606
C -0.40366 -0.04352 -3.11611
O -0.18566 0.88476 -3.85074
H -2.00282 1.09639 2.13890
H -1.94463 1.78387 0.54351
H 0.67715 -0.71977 -0.65738
H 0.74534 1.02180 -0.70835
H -1.60419 -0.67962 -1.46568
H -2.67717 1.25345 -2.26680
H -1.34429 2.18707 -1.76257
H -0.09830 -1.09389 -3.24027
O 0.86467 3.72183 -2.62633
H 0.21765 3.35775 -1.99714
H 0.95631 2.91840 -3.17768
O 4.59622 -0.24280 1.03715
H 4.64192 -1.02782 0.48513
H 3.69898 0.09635 0.97192
O 3.23640 0.52802 -1.58537
H 3.24890 1.31549 -2.17679
H 4.14975 0.69378 -1.29080
O 0.96262 2.19696 3.08605
H 1.06076 1.47015 2.46762
H 1.69999 2.81034 3.01502
O -2.68677 -2.82061 0.97284
H -3.05599 -3.71039 0.92673
H -2.54739 -2.86039 1.97288
O 0.62170 -2.92070 0.58285
H 0.35270 -3.41225 1.36061
H 0.49525 -1.96015 0.65375
O -0.72253 3.78404 0.33796
H -0.54994 3.55107 1.26101
H -1.52437 4.31166 0.27177
O -4.07523 -0.30885 -0.01344
H -3.16814 -0.39749 0.33537
H -4.33428 -1.19045 -0.28927
O -0.68472 -2.67531 3.46861
H -0.06605 -2.50464 4.17956
H -0.55527 -2.01571 2.77090
O 2.80527 -3.51401 -0.80790
H 2.28683 -3.73039 -1.57905
H 2.29363 -3.39322 0.02972

---

2.
Density functional theory data (ωB97M-V with the def2-TZVPD basis set) for C40H43NdP2Si as an isolated structure in a non-equilibrium geometry.

Properties
* charge: +2
* energy relative to the best compared isomer or geometry (same formula, charge and spin): 0.0 kcal/mol
* 2S+1: 4
* HOMO-LUMO gap (spin up / spin down): 7.14 / 7.22 eV
* LUMO (spin up / spin down): -0.2372 / -0.2346 Ha

Geometry (Å):
C 0.39464 -1.66565 -3.15300
C -0.67249 -1.83424 -2.24377
C -2.00009 -1.88158 -2.73802
C -2.24383 -1.61783 -4.08046
C -1.18739 -1.28273 -4.93897
C 0.14048 -1.31081 -4.47603
P -0.40360 -1.95766 -0.45057
C -1.66194 -3.10403 0.13974
C -2.73562 -2.63841 0.93296
C -3.69850 -3.55489 1.35390
C -3.59443 -4.91374 1.01043
C -2.49716 -5.37200 0.27069
C -1.51031 -4.47050 -0.13232
Nd 1.49952 -0.23803 0.55283
P 0.16443 1.98662 -0.62016
C -1.26987 1.97727 -1.75986
C -1.09896 2.29143 -3.12539
C -2.20427 2.25294 -3.98733
C -3.46291 1.87451 -3.51764
C -3.61814 1.48455 -2.18519
C -2.53202 1.51564 -1.30163
C -0.03609 3.26895 0.62237
C 0.99523 3.43691 1.56255
C 0.75515 4.14855 2.73376
C -0.47955 4.78372 2.93378
C -1.49575 4.67646 1.97378
C -1.27051 3.90237 0.83609
C 1.87400 2.37505 -1.27381
C 2.94252 1.42519 -1.32749
C 4.18621 1.84317 -1.82722
C 4.30538 3.10351 -2.40944
C 3.24508 4.00972 -2.43661
C 2.02873 3.64842 -1.85495
C 1.23196 -2.82310 -0.13466
C 1.99648 -3.41134 -1.16122
C 3.36581 -3.63724 -1.00200
C 3.98819 -3.31030 0.20516
C 3.24026 -2.84278 1.29023
C 1.83804 -2.72825 1.17060
H 1.99776 3.00777 1.39131
H 1.53375 4.23039 3.48885
H -0.65744 5.34267 3.86101
H -2.45710 5.16989 2.14017
H -2.07314 3.77784 0.10884
H -0.10278 2.55030 -3.49724
H -2.06265 2.51688 -5.03885
H -4.32193 1.86585 -4.20049
H -4.59062 1.14471 -1.82888
H -2.64701 1.17542 -0.26550
H 2.83422 0.31384 -1.24400
H 5.01429 1.12875 -1.79416
H 5.25765 3.38466 -2.85156
H 3.35874 5.00534 -2.86130
H 1.17520 4.33864 -1.85325
H 1.51132 -3.67235 -2.10027
H 3.94850 -4.05060 -1.83597
H 5.06495 -3.44622 0.30200
H 3.72793 -2.64716 2.25219
H 1.20842 -2.57479 2.06888
H -2.77087 -1.59084 1.23972
H -4.52524 -3.21619 1.97542
H -4.34703 -5.62007 1.34911
H -2.38651 -6.43424 0.03804
H -0.60596 -4.82329 -0.62819
H -2.80297 -2.19722 -2.06377
H -3.26203 -1.67415 -4.44988
H -1.39166 -1.02605 -5.98073
H 0.98353 -1.09156 -5.14156
H 1.42508 -1.75982 -2.81908
H 0.60464 0.60673 -2.34322
H 1.32969 0.27343 -2.64598
C -1.23846 0.89103 5.05010
Si 0.13802 0.00836 4.12147
C 1.71866 0.93951 4.47777
C 0.25612 -1.70741 4.85756
C -0.15938 -0.03008 2.30073
H -0.97616 0.74086 6.11643
H -2.25169 0.47724 4.89949
H -1.27404 1.97733 4.86661
H 1.77286 1.07127 5.57160
H 2.59953 0.37053 4.15172
H 1.72428 1.92664 3.99695
H -0.60159 -2.32296 4.55048
H 1.18366 -2.20718 4.54638
H 0.24688 -1.66236 5.95732
H -0.68533 0.93336 2.10194
H -0.94279 -0.82459 2.21061

---

3.
Density functional theory data (ωB97M-V with the def2-TZVPD basis set) for C34H32Cl2N5O5V as an isolated structure.

Properties
* charge: +1
* energy relative to the best compared isomer or geometry (same formula, charge and spin): 32.3 kcal/mol
* 2S+1: 4
* HOMO-LUMO gap (spin up / spin down): 7.03 / 6.85 eV
* LUMO (spin up / spin down): -0.1132 / -0.1198 Ha

Geometry (Å):
V 0.58950 -0.82629 -0.50999
O 7.24124 -1.77465 -2.37280
C 6.63010 -0.51678 -2.55673
C 5.20084 -0.58927 -2.10065
C 4.39366 0.54011 -2.14214
C 3.08369 0.45188 -1.71737
N 2.56396 -0.70054 -1.27405
C 3.33985 -1.79499 -1.20985
C 4.66213 -1.77381 -1.61650
C 2.68310 -2.99581 -0.64108
C 3.28520 -4.24167 -0.59945
C 2.61706 -5.31555 -0.02508
C 3.29997 -6.65910 0.07398
O 4.36775 -6.61784 1.00153
C 1.34675 -5.09630 0.48831
C 0.79613 -3.83160 0.39768
N 1.44182 -2.79955 -0.15046
H 8.15865 -1.72769 -2.65633
H 6.64110 -0.21625 -3.61066
H 7.13897 0.26580 -1.98330
H 4.77804 1.49147 -2.48550
H 2.43266 1.31578 -1.68386
H 5.29225 -2.64667 -1.55162
H 4.27609 -4.38929 -1.00515
H 3.75000 -6.91339 -0.88554
H 2.57179 -7.43644 0.32011
H 4.01796 -6.61401 1.89848
H 0.78110 -5.89784 0.94478
H -0.19990 -3.62936 0.77136
C -2.73909 2.85328 -2.07021
C -2.29563 1.45120 -1.74307
O -1.42019 0.86546 -2.35328
N -2.98554 0.84580 -0.72615
C -2.55755 -0.41826 -0.17151
C -2.34780 -1.47284 -1.22833
C -3.41866 -2.01285 -1.92232
C -3.18233 -2.95453 -2.90709
C -1.87590 -3.33901 -3.16921
C -0.86319 -2.76930 -2.42463
N -1.09097 -1.85615 -1.47182
H -1.97290 3.32812 -2.67593
H -2.92167 3.43811 -1.16769
H -3.66902 2.81922 -2.64045
H -3.61618 1.40812 -0.17661
H -3.32648 -0.75204 0.52507
H -1.63812 -0.28829 0.41562
H -4.42190 -1.68052 -1.69228
H -4.00423 -3.38258 -3.46517
H -1.64121 -4.06102 -3.93769
H 0.17207 -3.03783 -2.59579
Cl -3.69491 1.55676 2.81539
C -3.97042 3.00159 1.88218
C -5.02912 2.96612 0.98422
C -5.35928 4.07600 0.22871
C -4.61803 5.23554 0.38489
C -3.56848 5.26380 1.28073
Cl -2.66634 6.73917 1.44515
C -3.19918 4.15858 2.07744
N -2.18997 4.30630 2.99780
C -1.29903 3.31590 3.49713
C -1.22866 3.12044 4.87071
C -0.36170 2.18211 5.40105
C 0.43227 1.42962 4.55088
C 0.37651 1.63805 3.18175
C -0.47050 2.59470 2.62948
C -0.51825 2.88251 1.14418
C 0.61160 2.23049 0.36240
O 1.63639 2.81275 0.08303
O 0.35731 0.99504 0.00187
H -5.61870 2.06003 0.92126
H -6.19224 4.04492 -0.45889
H -4.84522 6.12694 -0.18271
H -1.94505 5.26276 3.19828
H -1.88053 3.69950 5.51216
H -0.31147 2.03455 6.47159
H 1.11149 0.69037 4.95563
H 1.02868 1.06942 2.53062
H -0.49597 3.96110 0.98401
H -1.45621 2.50047 0.72949

---

4.
Density functional theory data (ωB97M-V with the def2-TZVPD basis set) for C26H58N4O15 as an isolated structure in a non-equilibrium geometry.

Properties
* charge: -2
* 2S+1: 1
* HOMO-LUMO gap: 2.82 eV
* LUMO: 0.1442 Ha

Geometry (Å):
C -29.73711 -25.08277 -0.78778
C -28.35622 -25.75522 -0.86704
C -27.61604 -25.54390 0.38776
O -28.38686 -27.13435 -1.23511
H -30.18401 -25.01232 -1.77946
H -29.57624 -24.16347 -0.22466
H -30.40370 -25.65196 -0.13987
H -27.83599 -25.26743 -1.69137
H -27.49231 -24.48926 0.63383
H -26.64990 -25.99819 0.16798
H -27.96208 -26.22270 1.16724
C -31.55379 -25.17429 -3.31678
C -31.58708 -26.59470 -2.57915
C -32.96024 -27.27771 -2.76493
O -30.43955 -27.32113 -2.86478
H -31.41180 -25.19428 -4.39731
H -30.85817 -24.44500 -2.90164
H -32.52715 -24.72765 -3.11386
H -31.68163 -26.37099 -1.51656
H -33.17847 -28.06474 -2.04308
H -33.07705 -27.73203 -3.74883
H -33.74364 -26.53880 -2.59639
C -38.06687 -27.46933 -1.73387
O -36.92522 -26.60839 -1.50020
C -36.04954 -26.23410 -2.51701
O -35.67694 -26.97587 -3.46319
O -35.78315 -24.90662 -2.35010
C -34.58367 -24.38384 -2.86449
H -38.71367 -27.21737 -2.57426
H -38.71067 -27.29023 -0.87275
H -37.76610 -28.50907 -1.86264
H -34.19106 -24.61039 -3.85576
H -33.87677 -24.36270 -2.03507
H -34.65901 -23.31195 -3.04742
C -28.98709 -27.52431 1.96213
O -30.07728 -26.77926 1.53183
C -31.12589 -27.31774 1.07128
O -31.27457 -28.42432 0.53930
O -32.04702 -26.36286 1.13435
C -33.35300 -26.59259 0.75668
H -28.20445 -26.92123 2.42244
H -28.59642 -27.96438 1.04462
H -29.28663 -28.23406 2.73326
H -33.47646 -26.83676 -0.29842
H -33.96023 -25.69146 0.84221
H -33.83630 -27.42224 1.27262
C -34.15454 -26.14239 -5.18445
O -32.99358 -25.37205 -5.47803
C -33.07678 -24.08511 -5.66345
O -34.10976 -23.41820 -5.63968
O -31.84266 -23.62664 -6.01022
C -31.69403 -22.30393 -6.40000
H -34.17041 -26.90064 -5.96734
H -35.06533 -25.54709 -5.11977
H -33.88296 -26.59679 -4.23162
H -32.45219 -22.18221 -7.17361
H -30.68199 -22.25145 -6.80141
H -31.81709 -21.55963 -5.61324
C -29.82857 -23.04661 -4.47627
C -29.25263 -23.74325 -3.25846
O -28.68932 -24.87909 -3.31856
N -29.13019 -23.14135 -2.10723
C -29.72915 -21.78514 -1.79402
H -30.42667 -22.15752 -4.27653
H -30.57053 -23.65205 -4.99688
H -28.98635 -22.84044 -5.13677
H -28.75992 -23.70993 -1.35909
H -29.74324 -20.97788 -2.52629
H -29.16763 -21.30623 -0.99188
H -30.79231 -21.91059 -1.58894
C -30.13288 -28.27536 -7.14995
C -30.13435 -27.60860 -5.81678
O -29.19225 -26.87954 -5.47405
N -31.10670 -27.85132 -4.97578
C -32.22329 -28.74341 -5.25926
H -29.57271 -27.59945 -7.79605
H -31.17350 -28.32515 -7.47047
H -29.70330 -29.27650 -7.18581
H -30.88831 -27.50546 -4.05231
H -31.98675 -29.62985 -5.84779
H -32.97750 -28.31507 -5.91940
H -32.67266 -29.08267 -4.32595
C -32.81844 -21.64484 -0.58619
C -33.57180 -22.88177 -1.03969
O -34.77062 -22.81028 -1.26327
N -32.91806 -24.07064 -0.97435
C -31.70486 -24.50597 -0.21890
H -32.30960 -21.74353 0.37269
H -33.65022 -20.96112 -0.41660
H -32.18843 -21.20492 -1.35927
H -33.51566 -24.75563 -1.41453
H -30.77767 -24.05198 -0.56865
H -31.68350 -25.59490 -0.17551
H -31.90359 -24.09525 0.77101
O -31.99147 -29.63491 -1.66412
C -33.05413 -29.65270 -1.04496
N -34.16318 -29.65046 -1.74467
C -33.06912 -29.73440 0.47216
H -35.10843 -29.67672 -1.38982
H -33.98198 -29.69176 -2.73743
H -32.31282 -30.46623 0.75596
H -34.02882 -30.11997 0.81625
H -32.84137 -28.74554 0.87015

---

5.
Density functional theory data (ωB97M-V with the def2-TZVPD basis set) for an isolated ion of composition C8H14NO2 and charge +1 in a non-equilibrium geometry.

Properties
* charge: +1
* energy relative to the best compared isomer or geometry (same formula, charge and spin): 70.4 kcal/mol
* 2S+1: 1
* HOMO-LUMO gap: 9.46 eV
* SMILES: CC1=C([NH+](C)C)[C@@](C)(O)C1=O
* LUMO: -0.1381 Ha

Geometry (Å):
C -1.34507 2.49066 -0.50307
C -1.09227 1.20381 0.07115
C -0.06557 0.32745 0.03859
N 1.41456 0.46844 0.18344
C 1.92476 -0.21598 1.32336
C 2.04056 0.05300 -1.04727
C -0.88779 -0.89165 0.44915
C -1.18596 -1.84688 -0.76900
O -0.48377 -1.61651 1.58854
C -2.08993 0.06711 0.52949
O -3.23780 0.09602 0.85122
H -1.86498 2.43677 -1.42987
H -0.36947 3.05886 -0.80199
H -2.02265 3.03528 0.20431
H 1.34992 1.48073 0.30758
H 1.69682 -1.31661 1.31696
H 3.01740 -0.06406 1.23079
H 1.54528 0.19392 2.31923
H 1.91174 -1.06918 -1.05155
H 1.57217 0.51528 -1.93178
H 3.11073 0.40183 -1.03551
H -1.92926 -2.55898 -0.64371
H -0.29602 -2.46651 -1.12228
H -1.77212 -1.30918 -1.66762
H -0.94128 -2.47361 1.58985

---

6.
Density functional theory data (ωB97M-V with the def2-TZVPD basis set) for a 2-piece molecular cluster, C2H9NO overall in a non-equilibrium geometry.

Properties
* energy relative to the best compared isomer or geometry (same formula, charge and spin): 37.5 kcal/mol
* 2S+1: 1
* HOMO-LUMO gap: 10.65 eV
* SMILES: COC.N
* LUMO: 0.0319 Ha

Geometry (Å):
C 0.91360 1.90256 -0.26421
O 1.83403 0.88163 -0.50192
C 1.19539 -0.22461 -1.24210
H -0.11616 1.49483 0.22651
H 1.42651 2.78562 0.15746
H 0.69972 2.26547 -1.29542
H 0.54095 0.06847 -2.10465
H 1.89716 -0.79151 -1.73373
H 0.56833 -0.76162 -0.47932
N -2.33728 -2.02181 1.54562
H -2.97633 -2.11994 2.26629
H -2.19485 -1.01609 1.70168
H -1.45108 -2.46299 1.72380

---

no.,energy (hartree)
1,-1181.58243
2,-3083.01789
3,-3829.14478
4,-2372.19846
5,-518.09858
6,-211.52524